The following is a quantum chemistry calculation of a cluster of 3 separate species, CH9N3O2 in total at a distorted geometry, from OMol25.

Properties
Max |F|   1.23 eV/Å
Spin multiplicity   1
Energy   -358.25425 hartree
Kohn-Sham gap   10.3 eV
Lowest unoccupied orbital energy   0.0260 Ha
SMILES   N=C(N)N.O.O
E_HOMO   -9.6248 eV
Net charge   0

Last column: Löwdin charge in e.
Positions of all 15 atoms, in Å:
N -0.83733 1.32690 -0.07584  0.14
C -1.10861 0.06003 -0.46662  -0.60
N -2.25678 -0.57098 0.11940  0.08
N -0.35145 -0.53898 -1.30412  0.09
H 0.10907 1.62872 -0.24509  0.09
H -1.30548 1.78873 0.67775  0.10
H -2.43362 -0.21977 1.05964  0.07
H -3.05728 -0.10487 -0.32050  0.09
H -0.56249 -1.52963 -1.21858  0.06
H 1.56138 -1.32516 2.38954  0.03
H 1.72495 -0.61642 1.13266  0.00
O 1.46356 -0.42551 2.05135  -0.08
H 1.42509 -0.04674 -1.03745  -0.03
H 2.88788 0.27963 -1.49117  0.04
O 2.32069 0.18989 -0.72342  -0.09

Atomic forces in eV per Å
0.4335 0.5201 -0.3459
0.1286 -0.2065 0.6718
-0.8256 0.9030 -0.0674
0.0840 -0.2520 0.6157
0.0145 0.1257 -0.0104
-0.2254 -0.1997 0.0915
0.7066 -0.2559 0.3095
0.0007 -0.6375 -0.5419
-0.2209 0.0114 -0.5933
-0.1764 0.2102 0.5736
0.0916 0.8407 -0.0242
0.1313 -0.9611 -0.5487
-0.0709 -0.1399 -0.4535
-0.0786 -0.0645 -0.0953
0.0070 0.1061 0.4186